{
  "formula": "C7H16N3O",
  "method": "ωB97M-V with the def2-TZVPD basis set",
  "symbols": ["C", "C", "C", "C", "C", "C", "C", "N", "N", "N", "O", "H", "H", "H", "H", "H", "H", "H", "H", "H", "H", "H", "H", "H", "H", "H", "H"],
  "coordinates": [[-0.324, 0.772, -1.977], [1.680, -0.553, 1.458], [0.046, -1.866, 0.208], [1.208, 1.140, -1.782], [1.124, 0.481, 0.448], [-0.309, 0.410, 0.440], [-2.389, 0.772, -0.753], [-0.944, 0.850, -0.675], [-0.883, 0.424, 1.694], [0.842, -1.826, 1.410], [1.768, 0.278, -0.827], [-0.823, 1.415, -2.671], [-0.313, -0.344, -2.281], [2.629, -0.803, 1.112], [1.666, -0.115, 2.436], [-0.762, -2.718, 0.121], [0.510, -1.801, -0.798], [1.690, 0.845, -2.773], [1.291, 2.164, -1.557], [1.533, 1.418, 0.782], [-2.988, 1.396, -0.117], [-2.776, 0.950, -1.706], [-2.850, -0.181, -0.351], [-0.518, 0.965, 2.459], [-1.950, 0.278, 1.770], [1.514, -2.589, 1.644], [0.328, -1.764, 2.287]],
  "max_force_ev_per_a": 4.1,
  "e_homo_ev": -11.343,
  "lumo_energy_ev": -2.8,
  "charge": 1,
  "orbital_gap_ev": 8.54,
  "molar_mass_g_mol": 158.225,
  "total_energy_ha": -515.466338
}

{
  "formula": "C7H16N3S",
  "method": "ωB97M-V with the def2-TZVPD basis set",
  "symbols": ["C", "C", "C", "C", "N", "S", "N", "C", "C", "C", "N", "H", "H", "H", "H", "H", "H", "H", "H", "H", "H", "H", "H", "H", "H", "H", "H"],
  "coordinates": [[2.189, 2.479, -0.808], [2.233, 1.167, 0.167], [2.834, 1.583, 1.486], [0.792, 0.892, 0.325], [0.017, 1.404, 1.204], [-1.462, 0.820, 1.432], [-1.285, -0.401, -0.280], [-1.777, -1.778, -0.013], [-1.285, -2.665, -1.068], [-3.322, -1.627, 0.263], [0.122, -0.150, -0.497], [1.818, 3.339, -0.314], [1.560, 2.348, -1.717], [3.116, 2.716, -1.132], [2.697, 0.417, -0.374], [2.077, 1.979, 2.096], [3.555, 2.336, 1.353], [3.314, 0.738, 2.033], [-1.895, -0.037, -0.999], [-1.502, -2.076, 1.025], [-1.458, -2.285, -2.016], [-0.183, -2.778, -1.046], [-1.512, -3.698, -0.835], [-3.920, -1.647, -0.619], [-3.489, -0.660, 0.753], [-3.697, -2.254, 0.999], [0.463, -0.162, -1.419]],
  "max_force_ev_per_a": 4.4,
  "smiles": "CC(C)C1=NS[N@H+](C(C)C)N1",
  "e_homo_ev": -12.983,
  "lumo_energy_ev": -4.9,
  "charge": 1,
  "orbital_gap_ev": 8.06,
  "molar_mass_g_mol": 174.293,
  "total_energy_ha": -838.417965
}

Copy entry 2 word for word.
{
  "formula": "C7H16N3S",
  "method": "ωB97M-V with the def2-TZVPD basis set",
  "symbols": ["C", "C", "C", "C", "N", "S", "N", "C", "C", "C", "N", "H", "H", "H", "H", "H", "H", "H", "H", "H", "H", "H", "H", "H", "H", "H", "H"],
  "coordinates": [[2.189, 2.479, -0.808], [2.233, 1.167, 0.167], [2.834, 1.583, 1.486], [0.792, 0.892, 0.325], [0.017, 1.404, 1.204], [-1.462, 0.820, 1.432], [-1.285, -0.401, -0.280], [-1.777, -1.778, -0.013], [-1.285, -2.665, -1.068], [-3.322, -1.627, 0.263], [0.122, -0.150, -0.497], [1.818, 3.339, -0.314], [1.560, 2.348, -1.717], [3.116, 2.716, -1.132], [2.697, 0.417, -0.374], [2.077, 1.979, 2.096], [3.555, 2.336, 1.353], [3.314, 0.738, 2.033], [-1.895, -0.037, -0.999], [-1.502, -2.076, 1.025], [-1.458, -2.285, -2.016], [-0.183, -2.778, -1.046], [-1.512, -3.698, -0.835], [-3.920, -1.647, -0.619], [-3.489, -0.660, 0.753], [-3.697, -2.254, 0.999], [0.463, -0.162, -1.419]],
  "max_force_ev_per_a": 4.4,
  "smiles": "CC(C)C1=NS[N@H+](C(C)C)N1",
  "e_homo_ev": -12.983,
  "lumo_energy_ev": -4.9,
  "charge": 1,
  "orbital_gap_ev": 8.06,
  "molar_mass_g_mol": 174.293,
  "total_energy_ha": -838.417965
}

Please write out number 2 again, unchanged.
{
  "formula": "C7H16N3S",
  "method": "ωB97M-V with the def2-TZVPD basis set",
  "symbols": ["C", "C", "C", "C", "N", "S", "N", "C", "C", "C", "N", "H", "H", "H", "H", "H", "H", "H", "H", "H", "H", "H", "H", "H", "H", "H", "H"],
  "coordinates": [[2.189, 2.479, -0.808], [2.233, 1.167, 0.167], [2.834, 1.583, 1.486], [0.792, 0.892, 0.325], [0.017, 1.404, 1.204], [-1.462, 0.820, 1.432], [-1.285, -0.401, -0.280], [-1.777, -1.778, -0.013], [-1.285, -2.665, -1.068], [-3.322, -1.627, 0.263], [0.122, -0.150, -0.497], [1.818, 3.339, -0.314], [1.560, 2.348, -1.717], [3.116, 2.716, -1.132], [2.697, 0.417, -0.374], [2.077, 1.979, 2.096], [3.555, 2.336, 1.353], [3.314, 0.738, 2.033], [-1.895, -0.037, -0.999], [-1.502, -2.076, 1.025], [-1.458, -2.285, -2.016], [-0.183, -2.778, -1.046], [-1.512, -3.698, -0.835], [-3.920, -1.647, -0.619], [-3.489, -0.660, 0.753], [-3.697, -2.254, 0.999], [0.463, -0.162, -1.419]],
  "max_force_ev_per_a": 4.4,
  "smiles": "CC(C)C1=NS[N@H+](C(C)C)N1",
  "e_homo_ev": -12.983,
  "lumo_energy_ev": -4.9,
  "charge": 1,
  "orbital_gap_ev": 8.06,
  "molar_mass_g_mol": 174.293,
  "total_energy_ha": -838.417965
}